Entry 1:
Below is one molecule with the formula C5H8N2, with properties calculated with ωB97M-V/def2-TZVPD.

## Properties
SMILES   CC1(C)N[C@H]1C#N
LUMO level   -0.007 Ha
Gap between HOMO and LUMO   0.3449 Ha
F_max   3.118 eV Å⁻¹

The geometry in ORCA input format:
```
! wB97M-V def2-TZVPD RIJCOSX def2/J DEFGRID3
* xyz 0 1
N 3.1105 -0.1416 0.7309
N 0.4628 -0.6103 -1.2640
C -1.0984 -1.0191 0.6545
C 2.3877 0.5518 0.1200
C -0.2629 -0.0164 -0.1109
C -0.8521 1.3588 -0.2563
C 1.1709 -0.2945 -0.0526
H -0.6136 -2.0006 0.6560
H -0.1483 2.0563 -0.7200
H 0.6103 0.0674 -2.0081
H -1.2364 -0.7032 1.6955
H -1.1516 1.7630 0.7163
H -1.7517 1.2963 -0.8796
H -2.0797 -1.1224 0.1874
H 1.4523 -1.1854 0.5311
*
```


Entry 2:
Below is a 2-piece molecular cluster, C6H13N overall, with properties calculated with ωB97M-V/def2-TZVPD.

## Properties
LUMO level   0.035 Ha
Gap between HOMO and LUMO   0.3221 Ha
F_max   0.489 eV Å⁻¹

The geometry in ORCA input format:
```
! wB97M-V def2-TZVPD RIJCOSX def2/J DEFGRID3
* xyz 0 1
N -0.9138 -0.0377 -0.8204
C -1.4822 0.4029 0.4280
C -2.1471 -0.6384 1.2880
C 3.3564 -0.1941 0.8091
C -2.0746 0.8599 -0.8646
C 0.4730 -1.0791 -1.0270
C 0.4032 0.3916 -1.2638
H 4.0363 -0.7188 1.4856
H 3.7768 -0.2027 -0.2003
H -3.0315 0.4655 -1.1971
H -1.8616 1.8820 -1.1779
H -0.8751 1.1337 0.9646
H 0.9092 1.0708 -0.5709
H 0.3843 -1.5627 -2.0170
H -2.7782 -1.2974 0.6842
H 0.3491 0.7978 -2.2815
H -2.7692 -0.1673 2.0572
H 2.3843 -0.6971 0.7846
H -1.3822 -1.2500 1.7753
H 3.2429 0.8412 1.1441
*
```


Entry 3:
Below is one molecule with the formula C5H10O2, with properties calculated with ωB97M-V/def2-TZVPD.

## Properties
SMILES   C[C@@]1(CCO)CO1
LUMO level   0.033 Ha
Gap between HOMO and LUMO   0.4025 Ha
F_max   1.393 eV Å⁻¹

The geometry in ORCA input format:
```
! wB97M-V def2-TZVPD RIJCOSX def2/J DEFGRID3
* xyz 0 1
O 0.5205 -0.1128 -1.5362
O -1.0302 -2.2130 -0.4174
C -0.7404 -0.0930 0.7244
C 1.6413 1.0314 0.2941
C -0.2715 1.0872 -1.4374
C -0.8414 -1.6065 0.8452
C 0.2855 0.4978 -0.2334
H -0.5427 0.3734 1.6958
H 1.9509 1.8559 -0.3602
H -1.7048 0.2981 0.3787
H -0.3405 -1.8853 -1.0156
H 0.0965 2.0669 -1.7537
H 1.5222 1.3986 1.3227
H -1.7248 -1.8581 1.4534
H 2.4457 0.2742 0.2811
H -1.3291 0.8579 -1.6005
H 0.0628 -1.9726 1.3590
*
```


Entry 4:
Below is C8H26BrFe2O6 as an isolated structure, with properties calculated with ωB97M-V/def2-TZVPD.

## Properties
<S²>   20.016
LUMO level (alpha / beta)   -0.193 / -0.192 Ha
Gap between HOMO and LUMO (alpha / beta)   0.2506 / 0.2505 Ha
F_max   3.354 eV Å⁻¹

The geometry in ORCA input format:
```
! wB97M-V def2-TZVPD RIJCOSX def2/J DEFGRID3
* xyz 1 9
Br 0.2620 1.5108 2.5380
Fe 1.5559 -0.4364 1.2952
Fe -0.9663 -2.2815 0.9787
O -0.1086 -0.6869 0.1934
O -1.4752 0.2425 -2.0770
O 0.7197 -2.0945 2.1300
O 2.7000 -1.7532 0.0339
O 2.7731 1.0755 -0.0058
O -2.4395 -0.7473 2.3114
C 3.7464 -2.7910 -1.9298
C -3.5819 -0.5259 3.1163
C -3.2240 0.1495 4.4500
C -2.5183 0.9773 -1.4855
C -3.0419 2.0216 -2.4964
C 1.9015 1.7129 -0.9700
C 2.6919 -1.8196 -1.3741
C 2.7012 2.1102 -2.1995
H 3.3522 -3.7585 -1.6119
H -0.2794 0.2419 -0.0035
H -0.9432 -0.2431 -1.4346
H -3.3444 0.3749 -1.1041
H -2.1817 1.6635 -0.6970
H 1.0755 1.0555 -1.2379
H 1.0993 -2.8068 2.6493
H -1.8703 0.0378 2.2155
H 3.7169 -2.8053 -3.0193
H -2.8573 1.1737 4.3460
H 3.3750 1.7749 0.2747
H -4.1882 -1.3911 3.3782
H -2.5978 3.0139 -2.4432
H -4.2643 0.1371 2.5786
H 1.6849 -2.1146 -1.7029
H -4.1044 2.1924 -2.3014
H 1.4451 2.5360 -0.4128
H 2.7614 -0.8113 -1.7822
H -3.0116 1.6754 -3.5301
H 3.4008 2.9035 -1.9310
H 2.0833 2.5739 -2.9699
H -4.0461 0.1224 5.1628
H 2.4438 -2.6237 0.3702
H 3.1607 1.2193 -2.6217
H -2.3589 -0.2939 4.9522
H 4.7528 -2.5117 -1.6328
*
```


Entry 5:
Below is C17H31F6FeNO8S2 as an isolated structure, with properties calculated with ωB97M-V/def2-TZVPD.

## Properties
<S²>   6.008
LUMO level (alpha / beta)   0.009 / 0.009 Ha
Gap between HOMO and LUMO (alpha / beta)   0.3217 / 0.3146 Ha
F_max   3.970 eV Å⁻¹

The geometry in ORCA input format:
```
! wB97M-V def2-TZVPD RIJCOSX def2/J DEFGRID3
* xyz 0 5
Fe 0.4177 0.0501 0.2283
S 1.3747 -2.5574 1.5895
S 2.7403 -0.4150 2.5900
F 3.7678 0.1937 0.1349
F 4.9261 -1.1822 1.3548
F -0.1732 -4.0820 3.0139
F 4.9041 0.9363 1.8147
F 1.7885 -3.7342 3.9327
F 0.2955 -2.2159 4.0178
O -1.3873 0.1354 1.6072
O 2.4043 0.8754 3.1648
O 3.2809 -1.3737 3.5034
O -1.2229 -0.6826 -1.0818
O 0.2723 -2.8111 0.6733
O 2.6311 -3.1631 1.2186
O 0.6613 2.0254 0.0209
O 1.4583 -0.7176 -1.3295
N 1.4944 -0.8542 1.7198
C 0.8218 3.3965 -0.0531
C -3.3200 -0.0973 2.8529
C -0.4597 4.2195 0.1677
C -1.7784 1.4982 1.8239
C 0.7740 -3.2084 3.2745
C 1.4143 0.2118 -2.4571
C -2.9335 -1.7651 -2.4132
C -1.9271 -0.6764 2.6520
C 2.0897 -1.9477 -3.2757
C 1.4942 3.8376 -1.3467
C -3.0484 -0.2480 -2.5773
C -2.1354 0.3342 -1.4673
C 4.1621 -0.0836 1.3836
C -1.8569 -1.9338 -1.3256
C 2.2282 -1.8617 -1.7372
C 1.2500 -0.7325 -3.6183
C -3.0989 1.4039 2.6003
H 1.2439 4.8507 -1.6649
H -1.0240 2.1196 2.3128
H -1.1206 -2.6547 -1.7028
H 1.5497 -2.8262 -3.6291
H 3.0908 -1.9628 -3.7039
H -3.1083 1.9526 3.5414
H -4.0830 0.0987 -2.5302
H -2.8473 0.6862 -0.7155
H -1.9624 -1.7150 2.3309
H -4.0274 -0.4320 2.0954
H -3.8191 -2.2437 -1.9980
H -1.2357 3.9794 -0.5688
H 1.4626 3.6322 0.8123
H -0.2680 5.2841 0.0312
H -1.6106 1.2065 -1.8537
H -1.8704 1.9800 0.8516
H 3.2737 -1.6517 -1.5182
H -3.6974 -0.2134 3.8665
H 1.9485 -2.7989 -1.2743
H 1.4135 -0.3794 -4.6386
H -1.3122 -0.5361 3.5420
H -2.1645 -2.4809 -0.4308
H -2.6557 -2.2267 -3.3566
H 2.5834 3.7474 -1.3199
H 2.4073 0.6701 -2.4825
H -0.8318 4.0416 1.1778
H -2.7715 0.1059 -3.5732
H -3.9083 1.8031 1.9874
H 1.1905 3.1956 -2.1818
H 0.6601 0.9874 -2.4132
H 0.1843 -0.9939 -3.6499
*
```


Q: Which energy above the lowest of the compared OMol25 structures with the same formula, charge and spin values were calculated for the entries above? A: 3.616 5.051 2.519 1.688 0.079, in eV.
Q: Which calculated total energy values were calculated for the entries above? A: -8291.381 -7917.782 -9440.524 -159813.396 -108362.265, in eV.